C4H3I as an isolated structure at a distorted geometry, computed with ωB97M-V with the def2-TZVPD basis set.

Results
DFT total energy   -12289.944 eV
Spin multiplicity   1
Charge   0
HOMO   -9.15 eV
HOMO-LUMO gap   7.44 eV

Geometry (Å):
C  -1.823722  -0.273843  0.010595
C  0.090231  -0.714565  0.008891
H  -0.901880  1.751149  0.072950
H  0.872605  -0.929733  -0.725628
C  -0.814023  0.676484  -0.030162
C  -1.235047  -1.799518  -0.040023
I  -4.039193  0.101137  0.057748
H  0.255545  -0.955337  1.056383

Forces on atoms 1 to 2 (eV/Å):
-1.0 -0.1 -0.5
-1.1 -0.6 0.5


C30H43Cl5LuP2 as an isolated structure at a distorted geometry, computed with ωB97M-V with the def2-TZVPD basis set.

Results
DFT total energy   -146600.893 eV
Spin multiplicity   1
Charge   +1
HOMO (alpha / beta)   -9.01 / -9.07 eV
HOMO-LUMO gap (alpha / beta)   4.76 / 5.37 eV

Geometry (Å):
C  -0.991138  -1.101201  -3.909813
C  -0.431463  -2.480575  2.047806
C  0.957501  -0.278565  -2.586995
H  -2.531808  -2.729943  1.882280
H  -3.081640  1.304292  -2.766445
H  1.688934  -0.904737  5.399939
H  0.460263  1.387546  -5.059803
H  2.364747  -3.100358  0.103576
H  -1.628183  -3.225580  0.426106
C  2.379384  2.663224  -0.472563
H  2.285702  3.698738  -0.820852
H  -1.634364  -4.248989  1.868105
C  3.215735  -1.812877  2.475033
H  -1.063383  -0.546479  -4.855292
C  -1.752821  -0.350677  -2.822604
C  -2.905282  -3.976927  -3.194326
H  -1.664724  1.799904  -4.989863
C  4.658954  4.029921  0.728555
C  1.170135  2.105676  0.184405
C  1.347110  -3.376921  0.418579
C  1.360655  -0.322666  4.524263
C  4.310657  1.113319  0.450478
H  1.535466  -0.614753  -1.691814
C  -2.066048  0.986539  -3.025767
H  5.041303  0.754164  1.181310
Cl  -2.545865  5.436427  1.212644
H  -5.192527  -3.070677  -1.307899
H  3.614776  -2.247936  1.550082
Cl  -1.508094  0.132740  0.547593
C  -2.211370  3.914849  1.904896
H  0.542704  0.328744  4.852067
C  -1.296275  1.932069  -3.954389
C  -1.607073  -3.201415  1.527714
H  -1.364428  -0.983874  4.982890
H  5.130168  3.843335  -0.246550
H  -2.586699  -0.984118  -2.396285
H  2.175676  1.424992  -3.151356
H  -1.872869  0.245556  3.467010
H  4.794146  1.323549  -0.511016
H  2.757634  2.103814  -1.344762
H  -1.505522  -2.054458  -4.088892
H  3.546223  0.332889  0.320152
C  -4.519216  -2.279860  -1.661107
C  0.456159  -1.368839  -3.474472
C  -1.837378  1.542718  1.667256
H  -1.571687  2.960352  -3.647889
H  0.806517  2.793932  0.971982
C  0.269536  1.802748  -4.065098
C  0.912940  -1.188065  3.418963
Cl  -1.838889  3.100547  -0.695810
H  3.621841  -0.797758  2.609498
Lu  -0.454488  1.158801  -1.651973
H  0.665442  -3.238515  -0.439337
C  -0.432302  -1.599944  3.192608
C  0.899168  -2.562519  1.573094
H  -4.527643  -1.453915  -0.936565
C  -2.045415  2.450691  3.851738
P  3.501335  2.640488  1.090917
H  3.593560  -2.425100  3.313457
H  -4.806383  -1.869364  -2.637544
H  1.344292  1.106024  0.611757
H  4.024944  4.933209  0.705311
Cl  -1.850313  2.301333  5.545068
C  -2.226784  3.747556  3.303250
H  2.210444  0.304650  4.227364
H  5.417787  4.147613  1.516967
C  1.735011  -1.809282  2.455236
H  -1.875372  -4.298920  -3.389380
H  1.059911  -1.554009  -4.369023
H  1.356746  -4.454265  0.666092
C  -1.948563  1.336834  3.028407
C  1.147396  1.047168  -3.094864
P  -2.882202  -3.057133  -1.631036
H  -3.268414  -3.405682  -4.052363
H  -2.473622  -1.723916  3.763669
Cl  -2.401053  5.106839  4.313743
H  0.608266  2.843277  -4.108299
H  0.466990  -2.284323  -2.889092
H  -3.497040  -4.866841  -2.959884
C  -1.969070  2.796562  1.098756
C  -1.568733  -1.131658  3.920420

Forces on atoms 1 to 2 (eV/Å):
0.5 -0.7 0.0
2.3 -0.5 -1.8


A 2-piece molecular cluster, C23H20N6O7 overall at a distorted geometry, computed with ωB97M-V with the def2-TZVPD basis set.

Results
DFT total energy   -47435.628 eV
Spin multiplicity   1
Charge   0
HOMO   -9.09 eV
HOMO-LUMO gap   7.22 eV

Geometry (Å):
C  -4.223928  -0.630125  -1.708593
H  1.933890  -1.862537  -5.614266
C  1.518956  -0.538995  3.475328
C  0.908444  2.016445  1.287974
H  0.604715  -0.640928  1.543435
H  -0.478790  2.004176  -1.162098
C  0.296883  1.258021  -0.891641
H  2.878218  2.670633  0.634490
C  0.999474  1.402974  -5.243413
H  -1.385515  -1.419517  -0.008746
N  -1.947690  -1.506804  2.358022
C  0.551822  1.348182  -3.918662
O  -2.875584  -0.684258  2.235353
H  -4.257376  0.342020  -3.644259
O  0.787508  -1.096694  -1.242047
O  0.493079  -1.769114  7.749398
C  -0.888786  -1.287128  4.613575
C  -3.406525  -1.141231  -0.700851
C  -3.641976  -0.000351  -2.812681
C  0.419174  -0.696201  2.612620
H  0.958753  2.351663  -5.780583
N  -0.072896  -1.638942  6.679205
N  0.180223  0.976208  0.542342
H  -1.820707  0.756956  -3.686451
H  1.231341  -1.926227  -3.239566
N  -1.903573  -1.911909  5.276612
H  1.483916  1.550449  2.091360
H  -5.306853  -0.731559  -1.628939
H  0.118962  2.232802  -3.439370
C  1.680870  1.907629  -1.025773
H  -0.788176  0.869193  0.848690
C  1.473965  0.245783  -5.868738
N  2.876212  -0.541988  3.151855
C  1.558569  -0.950419  -5.150301
C  0.080113  0.015711  -1.775970
C  -2.257944  0.216705  -2.848204
H  2.438020  1.110029  -1.113620
C  1.483839  -0.705569  4.886353
O  3.463896  -0.445543  2.084960
H  1.779091  0.276400  -6.915319
H  0.235039  2.742444  1.768439
C  1.844270  2.684242  0.280859
H  1.535125  3.729319  0.163080
C  -2.017968  -0.971024  -0.768113
O  3.597074  -0.674143  4.352443
C  1.147377  -1.000167  -3.810839
H  0.758813  -1.046156  -0.264365
C  0.234540  -1.107730  5.438009
H  -3.830289  -1.663271  0.151831
H  1.735317  2.546017  -1.913172
C  -0.781931  -1.107084  3.188994
O  -1.906004  -2.619410  1.797320
O  -1.419269  -2.076247  6.549540
N  2.742278  -0.751326  5.431795
C  -1.444332  -0.254919  -1.811242
C  0.626345  0.143518  -3.206059

Forces on atoms 1 to 2 (eV/Å):
0.2 -0.1 -0.1
-0.1 0.3 0.0


C27H39N3OSb2SiV as an isolated structure, computed with ωB97M-V with the def2-TZVPD basis set.

Results
<S²>   2.1111
DFT total energy   -81785.385 eV
Spin multiplicity   3
Charge   +1
HOMO (alpha / beta)   -10.43 / -10.36 eV
HOMO-LUMO gap (alpha / beta)   7.29 / 7.46 eV

Geometry (Å):
C  -1.034034  -1.720257  -2.515054
C  -4.289515  2.714755  -2.685634
H  3.290248  2.510968  0.633095
H  -1.848967  2.300369  3.889917
H  -3.639290  -0.082520  0.269551
C  3.715017  -5.149414  -0.296304
H  4.758109  -4.702521  1.554925
H  3.307256  -0.290394  3.880500
H  1.625068  2.274137  1.170771
C  2.636278  -4.786904  -1.089312
H  -2.303851  5.171881  -2.214525
C  4.340832  -0.540748  0.233601
C  -0.129730  1.661625  5.035131
C  -0.703748  0.801213  2.896570
H  1.304788  1.128463  -1.713864
Sb  -1.188785  -0.685423  -0.655950
H  3.025044  1.005965  -2.084385
N  2.025957  -3.100196  0.476128
Sb  -1.103035  3.235246  -0.725407
H  2.009708  -0.429321  -2.170724
C  1.815251  -3.757935  -0.666652
H  -1.855712  -3.238966  0.115513
H  4.415636  -1.467364  -0.340920
H  0.004189  -1.898504  -2.786545
C  2.613228  1.812797  1.134274
H  -0.706079  5.734376  -1.690444
C  3.068473  -3.456033  1.242970
H  -1.334088  0.770418  2.016169
H  -2.061744  5.769660  -0.556587
H  -0.585176  -2.820035  1.191590
H  -4.313629  3.791470  -2.560275
H  -5.161666  2.793036  -4.637711
C  -3.328302  -0.395744  -0.727051
N  2.317719  -1.735841  2.716315
H  -0.763211  1.425445  -2.790304
C  -0.983503  1.655554  3.938073
C  -1.456167  -2.390710  0.670257
H  2.447722  -1.507826  4.801852
H  -1.582859  -2.660890  -2.479906
H  -3.730994  -1.395974  -0.893829
C  -3.186128  2.592851  -0.455225
H  0.962104  -3.443212  -1.255449
C  -4.266869  -0.018647  -2.997748
C  -3.783888  0.532286  -1.809734
C  2.398149  -0.903142  3.891403
H  0.089752  2.934917  -3.116909
C  3.935449  -4.472989  0.892821
H  2.970697  1.691671  2.159928
H  5.024507  0.176587  -0.229966
H  -3.720666  3.515387  -0.223356
C  -4.747266  0.778381  -4.021589
C  3.278840  -2.676815  2.521290
C  2.184136  0.492149  -1.609399
C  -4.768122  2.155647  -3.857032
H  -1.482181  -1.081160  -3.277077
H  -2.167928  -2.093914  1.440411
H  -4.287332  -1.097695  -3.105885
C  -0.838016  2.511520  -2.730312
C  -3.772592  1.928960  -1.654313
H  4.710906  -0.737222  1.241688
H  1.657270  0.804531  5.869074
N  0.357662  -0.020125  2.893000
O  4.216711  -2.909216  3.253812
Si  2.594189  0.174165  0.206095
H  -5.124051  0.327411  -4.929624
C  0.967978  0.824681  5.035709
H  -1.669209  2.839290  -3.351760
C  -1.609333  5.213200  -1.376339
H  4.376306  -5.948962  -0.601867
H  2.429103  -5.289844  -2.022909
V  1.008210  -1.426819  1.383471
C  1.196564  0.001166  3.940372
H  -0.321139  2.313633  5.876735
H  -3.230249  1.967472  0.434867

Forces on atoms 1 to 2 (eV/Å):
-0.1 0.0 0.0
0.0 0.0 0.0